An isolated molecule of C9H14N4O at a distorted geometry. Source: the Open Molecules 2025 dataset; level of theory: wB97M-V/def2-TZVPD.

Geometry as ORCA input:
```
! RIJCOSX wB97M-V def2-TZVPD def2/J DEFGRID3
* xyz 0 1
H 2.8528 -1.3343 0.6996
H 1.2619 -2.1474 1.0478
C -1.9551 2.5491 0.4313
N -0.8401 1.9052 0.4409
H -2.0044 3.5895 0.7234
N -0.1672 -0.3660 0.0828
C 1.3487 0.3622 1.9344
C -1.1569 0.5855 0.1171
C 1.2050 -0.1217 0.3942
H 1.8387 -1.7438 -0.7109
C -2.4922 0.5116 -0.0211
C 1.8887 -1.4838 0.3607
H 2.2549 0.9058 2.0319
H -0.5349 -1.2325 0.3892
C -3.9706 -0.2665 -1.7247
H -5.0126 0.0098 -1.7663
C 1.9442 0.7857 -0.5843
N -3.3679 -0.4837 -0.3640
H 0.4936 1.0717 2.2043
H 1.7347 0.5096 -1.6996
H -3.3168 0.7082 -2.0511
H 2.9835 0.8355 -0.5849
H -3.6819 -1.0630 -2.3796
C -3.9249 -1.1543 0.6445
H 1.5364 1.8857 -0.4913
N -4.2409 -1.8408 1.4877
H 1.3453 -0.5029 2.5819
O -3.0195 1.8387 0.0897
*
```

SMILES = CN(C#N)c1ocnc1NC(C)(C)C
relative energy (zero: lowest compared OMol25 entry of this formula, charge and spin) = 51.4 kcal per mole
total energy = -645.5171 hartree

These are the Mulliken partial charges, in e, on atoms 1 to 5: 0.460, 0.456, -0.193, -0.520, 0.435


A cluster of 2 separate species, C24H33BF9O4 in total at a distorted geometry. Source: the Open Molecules 2025 dataset; level of theory: wB97M-V/def2-TZVPD.

Geometry as ORCA input:
```
! RIJCOSX wB97M-V def2-TZVPD def2/J DEFGRID3
* xyz -1 1
H 0.7339 1.8730 -0.6318
C -0.5093 -0.5334 0.4327
H -0.5395 -2.1565 -1.0005
F -0.3578 -2.4469 -7.6905
H 2.1993 1.2558 -1.5618
F -0.4749 -3.8428 -3.3714
C 1.7070 -1.5632 4.9636
H 3.6405 -1.8403 6.5369
C -2.7537 -0.2521 -0.8918
H 2.5920 1.2918 1.3467
F -2.2561 -1.7974 -3.6008
H -2.2643 0.5467 1.0310
O 0.0539 1.4695 1.8512
H -2.4323 -3.2286 -4.9631
C -0.1106 3.6104 3.4166
H 2.2849 -0.5362 -7.0654
H 3.6085 2.8221 -0.2647
O 1.1108 -0.4491 2.5956
H 1.0680 -1.4438 -0.9033
O 1.8613 -2.2713 6.1277
H -4.3268 -1.7298 -0.6405
H 0.9728 -4.4563 -5.0432
C 2.0398 0.6959 0.5939
H -0.3411 -1.0260 5.0038
C 3.0117 -1.2004 5.8994
H -3.0810 -1.8035 0.6107
F 0.4468 -1.9595 -3.9369
C 2.5223 3.0051 -0.3357
H 1.9052 -2.0729 4.0124
H -1.9989 5.8757 5.1006
H -2.3586 -0.2144 -1.9126
H 0.7811 3.5455 2.7985
C -0.8589 2.4813 3.7118
C -0.4696 1.1218 3.1429
H 3.6422 -1.4598 4.9759
H -1.2555 0.3580 2.9925
H 1.6710 1.0265 3.8399
C -1.7535 -2.4139 -4.6928
H -0.9336 -1.3517 1.0498
C -2.0015 2.5514 4.5071
C 0.3749 -3.6889 -5.5343
H -3.3125 3.8519 5.6196
C -0.5207 4.8419 3.9254
H 2.3184 3.7618 -1.1082
H 0.0652 5.7222 3.6610
O 1.3332 -2.9600 -6.3030
C -2.4090 3.7851 5.0110
F 2.9403 -0.3730 0.2575
H -3.6386 0.4108 -0.8730
H 2.2125 3.4041 0.6423
C -0.3484 -2.9471 -4.3906
F -1.7521 -1.5030 -5.6863
C 0.6106 -0.4686 4.9726
C -3.2416 -1.6640 -0.4675
F 0.5796 -0.2333 -6.1058
C 0.7824 0.3748 3.7099
C 0.9302 -2.2028 -7.3878
F 0.7710 -0.0108 -8.2615
H -2.5441 1.6232 4.6965
B 0.6649 0.1956 1.3332
C -1.7184 0.3863 0.0820
C -1.6627 4.9120 4.7075
H -0.3194 -4.2360 -6.1727
H -2.6989 -2.4274 -1.0365
H 0.7836 0.0857 5.9008
C -0.0022 -1.1961 -0.8920
H -1.4259 1.3759 -0.2939
C 1.8096 1.6477 -0.6138
F 1.6574 -2.6330 -8.4474
C 1.2142 -0.7110 -7.1883
H -0.2289 -0.6047 -1.7907
*
```

total energy = -2158.8321 hartree

These are the Mulliken partial charges, in e, on atoms 1 to 5: -0.192, 1.127, 0.475, -0.283, 0.414


A cluster of 2 separate species, ClFN2O3 in total at a distorted geometry. Source: the Open Molecules 2025 dataset; level of theory: wB97M-V/def2-TZVPD.

Geometry as ORCA input:
```
! RIJCOSX wB97M-V def2-TZVPD def2/J DEFGRID3
* xyz 0 1
O 1.4914 0.0617 -0.9644
N -1.1091 0.3240 1.1639
O -2.2689 0.3424 1.1594
N 1.4371 -0.9066 -0.3929
F -0.5323 -0.8252 0.4623
Cl 1.1510 0.1060 -2.9731
O -0.1693 0.8976 1.5448
*
```

relative energy (zero: lowest compared OMol25 entry of this formula, charge and spin) = 43.7 kcal per mole
total energy = -894.9888 hartree

These are the Mulliken partial charges, in e, on atoms 1 to 5: -0.035, 1.118, -0.409, 0.369, -0.282


A structure of composition C3H5GaO3 at a distorted geometry. Source: the Open Molecules 2025 dataset; level of theory: wB97M-V/def2-TZVPD.

Geometry as ORCA input:
```
! RIJCOSX wB97M-V def2-TZVPD def2/J DEFGRID3
* xyz 1 2
Ga -1.4473 1.1143 0.2397
H 2.6795 -0.9829 0.8899
H 2.8404 -0.3560 -0.7821
H 1.6993 1.6959 -0.2251
O -1.2421 -0.7514 0.0815
O 0.9915 -1.1064 -0.3101
H 2.2071 1.2972 1.4508
C 2.1753 -0.4290 0.0845
C 1.6709 0.9359 0.5658
O 0.3090 0.6686 0.9060
C -0.0254 -0.6931 0.5226
H -2.3278 1.1960 -1.0638
*
```

relative energy (zero: lowest compared OMol25 entry of this formula, charge and spin) = 59.0 kcal per mole
total energy = -2267.4044 hartree

These are the Mulliken partial charges, in e, on atoms 1 to 5: 0.770, 0.295, 0.303, 0.262, -0.304


A structure of composition C31H32F6N2O4S6Sc at a distorted geometry. Source: the Open Molecules 2025 dataset; level of theory: wB97M-V/def2-TZVPD.

Geometry as ORCA input:
```
! RIJCOSX wB97M-V def2-TZVPD def2/J DEFGRID3
* xyz -1 1
S 2.8600 0.9725 0.3082
S -3.1674 2.0201 -2.9642
F -4.4537 1.2830 -5.1710
H -0.7397 0.5753 -2.9785
C -1.8128 6.2276 0.3302
C 1.1452 -2.0719 -0.5433
H 4.1075 -1.0186 -0.0809
O -4.0703 3.1700 -3.0885
C -0.1038 0.9236 2.9503
H 2.9982 -3.1869 2.2619
F -2.4447 2.0213 -5.4928
H 4.0265 -0.7897 -2.7359
C 2.1695 3.5353 -0.4455
H 3.2004 -1.7718 1.2402
H -0.5856 -5.5529 3.8118
H -2.2022 -6.5031 2.1887
C -0.5512 -1.3818 2.9382
H 1.8031 -1.8774 2.2806
C 0.5823 -4.0372 0.9955
O -4.6147 0.1345 0.0296
H 0.3110 1.8142 4.8695
C 3.2549 -0.5166 -2.0111
F -2.1822 -1.9540 -1.8573
C 2.4614 -2.4577 1.6454
F -2.7500 0.0239 -4.7100
O -2.2236 0.3097 -0.3952
H -0.8277 -2.2953 2.4307
C -0.2735 2.2089 2.2683
C -0.8857 4.5267 1.7134
Sc -0.1847 0.0001 -0.1528
N -3.9602 0.7502 -2.2883
H 4.2197 2.8031 -0.4683
C 0.0917 0.8956 4.3347
H 2.9750 -4.8948 0.6367
C -0.5220 -5.2883 2.7620
S 2.1845 -1.9788 -2.0409
H -0.0965 3.2657 -3.2903
H 2.3295 -4.6376 -0.9969
H 2.7167 0.3433 -2.4099
C 1.7154 -3.1373 0.4912
S -3.5804 0.0806 -0.9520
C -0.3099 -4.6221 0.0938
S -0.2695 3.7403 3.1307
H 4.8344 0.3921 -0.8498
H -0.2301 -4.3984 -0.9636
H 0.9677 0.3540 -3.0431
H 2.5387 4.3390 0.1904
C -1.6189 3.9732 -0.5107
C -2.0098 5.2857 -0.6823
C 0.7500 2.8642 -2.7208
H 3.1822 2.1313 -1.7354
H 0.1138 -0.3296 6.0958
C -0.0394 -0.2947 5.0243
H -2.1119 7.2573 0.1747
F -3.6421 -2.4701 -0.3386
C -3.4312 -1.7150 -1.4133
H -0.5936 -2.3623 4.8457
S 1.5613 4.3290 -1.9499
H 1.3075 3.0939 0.0265
O 0.3515 1.9079 -1.7838
H 1.1439 -3.9979 3.0699
C -0.4171 -1.4305 4.3177
C -1.0420 3.5831 0.6921
C 0.4647 -4.4087 2.3342
F -4.2852 -2.0692 -2.3625
H 1.4548 2.4145 -3.4248
N -0.6327 2.2969 1.0259
C 0.1540 0.5497 -2.3476
C -1.3042 -5.4934 0.5143
H 3.6479 -3.6280 -0.4108
H -1.1178 6.5756 2.3396
C 3.2116 2.4566 -0.6972
C 2.7309 -4.1364 -0.1139
H 0.2795 -2.5441 -1.0194
C 3.8966 -0.1445 -0.6914
C -0.3399 -0.2280 2.1746
C -1.4229 -5.8281 1.8568
H -1.9868 -5.9188 -0.2125
H -2.4692 5.5766 -1.6192
H -1.7685 3.2349 -1.2820
C -1.2518 5.8569 1.5402
C -3.2164 1.2739 -4.6879
*
```

relative energy (zero: lowest compared OMol25 entry of this formula, charge and spin) = 76.3 kcal per mole
total energy = -5360.0501 hartree

These are the Mulliken partial charges, in e, on atoms 1 to 5: 0.218, 0.697, -0.228, -0.374, -0.573